{"formula": "C12H17NO2S2", "method": "ωB97M-V/def2-TZVPD", "total_charge": 0, "spin_multiplicity": 1, "largest_force_ev_per_a": 0.78, "smiles": "O=S(=O)(CCN1CCSCC1)c1ccccc1", "lumo_energy_ev": 0.56, "total_energy_ev": -39974.7220, "orbital_gap_ev": 8.7, "homo_ev": -8.14, "relative_energy_kcal_mol": 10.0, "species": ["O", "S", "O", "C", "C", "N", "C", "C", "S", "C", "C", "C", "C", "C", "C", "C", "C", "H", "H", "H", "H", "H", "H", "H", "H", "H", "H", "H", "H", "H", "H", "H", "H", "H"], "coordinates": [[-0.315927, -0.437337, 1.882606], [-1.155313, -1.135592, 0.943119], [-1.687863, -2.408322, 1.349944], [-0.238459, -1.399448, -0.628325], [1.266956, -1.443409, -0.386946], [1.910889, -0.256724, -0.923216], [3.312680, -0.432502, -1.246187], [4.239916, -0.555573, -0.038616], [4.218153, 0.990427, 0.923770], [2.415588, 1.050823, 1.168506], [1.678372, 0.960259, -0.165428], [-2.515303, -0.058934, 0.477020], [-3.620816, -0.612611, -0.139118], [-4.659809, 0.215320, -0.530219], [-4.577262, 1.580685, -0.302509], [-3.464811, 2.123487, 0.321233], [-2.423775, 1.298130, 0.714422], [-0.623182, -2.338549, -1.012395], [-0.501209, -0.587093, -1.300202], [1.428144, -1.579592, 0.692748], [1.694997, -2.307471, -0.900609], [3.410327, -1.324046, -1.873188], [3.621353, 0.435270, -1.837872], [5.270646, -0.705481, -0.353511], [3.938210, -1.371965, 0.618681], [2.209149, 2.003856, 1.650946], [2.120344, 0.245309, 1.840084], [0.607498, 1.042452, 0.031643], [1.982879, 1.797952, -0.801782], [-3.659155, -1.680714, -0.283625], [-5.532865, -0.202331, -1.008042], [-5.388803, 2.224689, -0.606599], [-3.409913, 3.185746, 0.504290], [-1.551629, 1.683284, 1.219378]], "forces_ev_per_angstrom": [[0.05, 0.39, -0.14], [-0.15, -0.19, -0.32], [-0.24, -0.14, -0.20], [-0.33, 0.18, 0.68], [0.10, 0.05, 0.13], [0.00, -0.03, -0.11], [0.19, -0.17, -0.06], [-0.15, 0.46, 0.11], [-0.06, -0.13, 0.01], [0.33, -0.12, -0.20], [-0.11, 0.15, 0.10], [0.52, -0.35, 0.12], [-0.08, -0.14, -0.03], [0.03, -0.03, -0.01], [-0.02, 0.02, 0.00], [0.02, -0.01, 0.00], [0.13, 0.12, 0.08], [-0.12, -0.05, -0.03], [0.00, 0.06, -0.09], [0.19, -0.11, -0.11], [-0.09, 0.03, 0.06], [-0.01, 0.02, -0.03], [0.05, -0.09, 0.00], [0.03, -0.08, 0.00], [0.07, -0.12, -0.06], [-0.06, 0.01, 0.07], [-0.07, 0.08, 0.03], [-0.02, 0.10, -0.07], [-0.07, 0.01, 0.09], [-0.09, -0.14, -0.05], [-0.07, -0.05, -0.03], [-0.07, 0.05, -0.03], [0.01, 0.08, 0.03], [0.08, 0.11, 0.05]]}